Record 1
This record from OMol25 describes a cluster of 2 separate species, C4H9I3Si in total. The level of theory is wB97M-V/def2-TZVPD.

Results
Energy relative to the best compared isomer or geometry (same formula, charge and spin)   89.7 kcal per mole
Largest force on an atom   4.118 eV/A
LUMO (alpha / beta)   -2.297 / -0.657 eV
Net charge   0
HOMO-LUMO gap (alpha / beta)   6.4123 / 7.5203 eV
E   -36472.7718 eV

Last column: Löwdin charge in e.
Element x y z (Å)
1 C 2.44624 0.37890 0.56039  -0.12
2 C 0.85802 -1.29708 -0.68299  -0.07
3 C -0.07684 1.00567 0.37727  0.06
4 C 1.12201 0.25701 -0.25185  -0.47
5 Si -3.52390 -0.10930 0.14168  -0.77
6 I -4.64522 1.84045 1.15168  0.27
7 I -3.82811 0.14236 -2.38037  0.20
8 I -4.28938 -2.28558 1.06007  0.27
9 H 2.57054 -0.22365 1.55256  0.10
10 H 2.70511 1.50304 0.71445  0.09
11 H 3.28297 0.09938 -0.16086  0.08
12 H 0.43292 -1.72202 0.23943  0.06
13 H 1.86775 -1.64357 -0.98177  0.07
14 H 0.10155 -1.38085 -1.52404  0.08
15 H -0.29354 0.76614 1.33975  0.01
16 H -0.11997 2.00613 0.07466  0.04
17 H 1.38986 0.66297 -1.23005  0.10

Record 2
This record from OMol25 describes a structure of composition BrH6LiO3. The level of theory is wB97M-V/def2-TZVPD.

Results
Energy relative to the best compared isomer or geometry (same formula, charge and spin)   41.9 kcal per mole
Largest force on an atom   3.175 eV/A
LUMO   -1.508 eV
Net charge   0
HOMO-LUMO gap   8.3349 eV
E   -76488.6717 eV

Last column: Löwdin charge in e.
Element x y z (Å)
1 Li -1.55955 -1.99800 -1.52936  0.68
2 Br -1.10355 -0.07600 -0.04136  -0.14
3 O -0.56455 1.99800 -2.76336  -0.14
4 H 0.33545 1.59800 -2.94936  0.06
5 H -0.84555 1.69000 -1.88236  -0.10
6 O 2.38245 0.83000 0.02264  -0.15
7 H 2.89145 0.13300 0.49264  0.03
8 H 1.37245 0.63800 0.10164  -0.05
9 O -1.29955 -1.88600 2.85464  -0.18
10 H -0.71455 -1.59100 3.61964  0.05
11 H -0.89455 -1.33600 2.07464  -0.08

Record 3
This record from OMol25 describes the molecule C27H30N6O8. The level of theory is wB97M-V/def2-TZVPD.

Results
Energy relative to the best compared isomer or geometry (same formula, charge and spin)   0.0 kcal per mole
Largest force on an atom   1.332 eV/A
LUMO   -1.036 eV
Net charge   0
Structure (SMILES)   CCCCCC(=O)Nc1cccc(C2=NO[C@]3(C2)C[C@@H](C(N)=O)N(C(=O)c2cc([N+](=O)[O-])cc([N+](=O)[O-])c2C)C3)c1
HOMO-LUMO gap   7.5758 eV
E   -53802.2055 eV

Last column: Löwdin charge in e.
Element x y z (Å)
1 C 3.92954 6.76856 1.13612  -0.12
2 C 4.36719 5.89231 2.30363  -0.27
3 C 3.17880 5.16761 2.93274  -0.22
4 C 3.54044 4.36261 4.18123  -0.20
5 C 4.38419 3.12510 3.87840  -0.11
6 C 3.58051 2.04986 3.16304  -0.45
7 O 2.37422 2.05465 3.08111  0.08
8 N 4.38185 1.06666 2.64857  0.12
9 C 4.01729 -0.10709 1.98317  -0.21
10 C 2.69308 -0.43158 1.71513  0.05
11 C 2.38438 -1.61990 1.05754  -0.16
12 C 3.40717 -2.48385 0.66168  -0.03
13 C 4.72158 -2.15386 0.92603  -0.07
14 C 5.03159 -0.97600 1.58235  -0.03
15 H 6.06317 -0.72627 1.78814  0.11
16 H 5.51625 -2.81783 0.62129  0.11
17 H 3.14866 -3.39834 0.15412  0.11
18 C 1.00178 -1.96016 0.78899  -0.22
19 N 0.65290 -3.05615 0.23926  0.13
20 O -0.69611 -3.14069 0.10379  -0.06
21 C -1.33470 -1.93831 0.59990  -0.38
22 C -0.18223 -1.08035 1.12866  -0.01
23 H -0.25372 -0.91409 2.20381  0.14
24 H -0.11952 -0.11389 0.62816  0.14
25 C -2.42290 -2.31726 1.60943  -0.02
26 C -3.67523 -2.59189 0.77610  -0.15
27 N -3.33437 -2.15271 -0.57581  0.03
28 C -3.95100 -2.66430 -1.64716  -0.43
29 O -4.93732 -3.38070 -1.57084  0.08
30 C -3.35771 -2.30838 -2.98544  -0.08
31 C -2.43435 -3.18504 -3.52999  0.09
32 C -1.91717 -2.93333 -4.79492  -0.11
33 C -2.32020 -1.82137 -5.51211  0.10
34 C -3.26072 -0.96177 -4.96126  -0.07
35 C -3.80564 -1.18045 -3.68679  -0.10
36 C -4.81044 -0.27319 -3.06672  0.00
37 H -5.77320 -0.40235 -3.56124  0.10
38 H -4.93212 -0.49209 -2.00950  0.08
39 H -4.53573 0.77259 -3.19180  0.09
40 N -3.64247 0.17436 -5.78019  -0.35
41 O -4.71110 0.70038 -5.57121  0.09
42 O -2.85525 0.51902 -6.63131  0.10
43 H -1.91328 -1.62546 -6.49444  0.14
44 N -0.95282 -3.84818 -5.37453  -0.36
45 O -0.54725 -3.59350 -6.48469  0.10
46 O -0.62349 -4.80092 -4.70833  0.10
47 H -2.10750 -4.05799 -2.98353  0.14
48 C -2.14520 -1.33546 -0.55621  -0.03
49 H -2.40660 -0.29518 -0.32922  0.15
50 H -1.60679 -1.38556 -1.50271  0.14
51 H -3.94320 -3.65202 0.73624  0.16
52 C -4.89630 -1.79081 1.28865  -0.49
53 O -4.80137 -0.91339 2.11606  0.06
54 N -6.04182 -2.17009 0.70582  0.19
55 H -6.89536 -1.69030 0.94171  0.12
56 H -6.03426 -2.84508 -0.05003  0.08
57 H -2.62649 -1.47612 2.27647  0.12
58 H -2.12421 -3.18174 2.19812  0.14
59 H 1.91665 0.24395 2.02906  0.10
60 H 5.37746 1.17224 2.78880  0.14
61 H 4.74172 2.68984 4.81649  0.13
62 H 5.25726 3.39131 3.28045  0.11
63 H 4.08136 5.00219 4.88198  0.11
64 H 2.61830 4.03191 4.66199  0.11
65 H 2.72210 4.50184 2.19890  0.11
66 H 2.42913 5.91149 3.21117  0.12
67 H 5.10347 5.17018 1.94428  0.10
68 H 4.85250 6.51358 3.06054  0.11
69 H 3.45072 6.16589 0.36741  0.07
70 H 3.21957 7.52194 1.47002  0.07
71 H 4.78434 7.27493 0.69344  0.07

Record 4
This record from OMol25 describes a structure of composition C41H39N6O2P2Se2SiV. The level of theory is wB97M-V/def2-TZVPD.

Results
Largest force on an atom   2.387 eV/A
LUMO (alpha / beta)   2.308 / 2.308 eV
Net charge   -1
Spin multiplicity   2
HOMO-LUMO gap (alpha / beta)   5.0892 / 4.7673 eV
E   -239028.0500 eV

Last column: Löwdin spin population.
Element x y z (Å)
1 V 2.22649 -1.75393 0.28156  0.92
2 O 6.14994 -1.74857 -0.55366  0.01
3 C 4.94639 -1.93719 -0.46168  0.00
4 N 4.03537 -1.19044 0.18857  0.00
5 C 4.42864 0.00572 0.91619  0.00
6 C 3.41988 0.20048 2.02502  -0.01
7 C 3.67890 0.92458 3.17899  0.00
8 C 2.69605 1.02345 4.14644  -0.02
9 C 1.47687 0.39333 3.94472  0.00
10 C 1.29427 -0.32204 2.77798  -0.01
11 N 2.24054 -0.41578 1.84068  0.00
12 C 4.28864 -3.16170 -1.10355  0.01
13 C 5.03944 -4.19891 -1.60574  0.00
14 C 4.36781 -5.29960 -2.12587  0.01
15 C 2.98533 -5.30827 -2.12120  0.00
16 C 2.30742 -4.22607 -1.57951  0.01
17 N 2.95069 -3.17929 -1.07389  0.01
18 H 4.38332 0.87781 0.25306  0.00
19 H 5.45174 -0.07416 1.28797  0.00
20 H 4.64148 1.40401 3.30014  0.00
21 H 2.88075 1.58196 5.05608  0.00
22 H 0.68064 0.43870 4.67444  0.00
23 H 0.36316 -0.83398 2.56648  0.00
24 H 6.11727 -4.11738 -1.57591  0.00
25 H 4.91929 -6.14373 -2.52073  0.00
26 H 2.42407 -6.14438 -2.51566  0.00
27 H 1.22746 -4.17756 -1.52798  0.00
28 Se -3.37651 -0.77803 2.02523  0.00
29 P -2.81000 0.22081 0.24381  0.00
30 C -3.99117 -0.14986 -1.10214  0.00
31 C -3.68195 -1.11349 -2.05852  0.00
32 C -4.60987 -1.45113 -3.03718  0.00
33 C -5.85160 -0.83374 -3.06621  0.00
34 C -6.17040 0.11749 -2.10426  0.00
35 C -5.24830 0.45274 -1.12488  0.00
36 C -2.94418 2.03293 0.43691  0.00
37 C -3.35882 2.86098 -0.60356  0.00
38 C -3.58203 4.21357 -0.38639  0.00
39 C -3.38612 4.75296 0.87635  0.00
40 C -2.96249 3.93862 1.91613  0.00
41 C -2.75290 2.58334 1.70149  0.00
42 C -1.18150 -0.22877 -0.36850  0.01
43 C 0.07550 0.39697 -0.73299  0.02
44 N 0.96818 -0.67431 -0.78655  -0.02
45 N 0.23775 -1.83924 -0.64296  0.03
46 N -1.00991 -1.55306 -0.31851  -0.01
47 P 0.66284 1.93086 -1.31764  0.01
48 Se 2.72638 1.93868 -1.80778  0.00
49 C 0.42644 3.16214 0.01837  0.00
50 C 0.25283 4.52116 -0.22735  0.00
51 C 0.34426 5.44040 0.81019  0.00
52 C 0.60157 5.01164 2.10506  0.00
53 C 0.75079 3.65546 2.36229  0.00
54 C 0.66302 2.73827 1.32518  0.00
55 C -0.30855 2.49274 -2.77174  0.00
56 C -1.39177 1.75892 -3.23290  0.00
57 C -2.08914 2.14880 -4.37108  0.00
58 C -1.69531 3.28002 -5.06823  0.00
59 C -0.58383 3.99824 -4.64258  0.00
60 C 0.11386 3.59837 -3.51180  0.00
61 H -2.71709 -1.60195 -2.02802  0.00
62 H -4.35789 -2.20068 -3.77718  0.00
63 H -6.57257 -1.09609 -3.83129  0.00
64 H -7.14189 0.59633 -2.11478  0.00
65 H -5.50979 1.18253 -0.36786  0.00
66 H -3.54105 2.45247 -1.58524  0.00
67 H -3.91074 4.84143 -1.20571  0.00
68 H -3.56250 5.80813 1.04914  0.00
69 H -2.80414 4.35611 2.90263  0.00
70 H -2.46613 1.93231 2.51797  0.00
71 H 0.06106 4.87259 -1.23156  0.00
72 H 0.21280 6.49607 0.60444  0.00
73 H 0.67435 5.73145 2.91145  0.00
74 H 0.94388 3.30590 3.37016  0.00
75 H 0.79803 1.67815 1.52123  0.00
76 H -1.67704 0.85018 -2.72031  0.00
77 H -2.93288 1.55636 -4.70674  0.00
78 H -2.23433 3.58844 -5.95600  0.00
79 H -0.24642 4.86026 -5.20522  0.00
80 H 1.01615 4.11856 -3.21399  0.00
81 C -0.02897 -5.07469 0.96812  0.00
82 Si 1.03173 -4.21860 2.24668  0.00
83 C -0.15953 -3.46827 3.47887  0.00
84 C 2.00251 -5.53500 3.15866  0.00
85 O 2.05747 -3.13900 1.61761  0.02
86 H -0.80914 -5.66710 1.45615  0.00
87 H 0.55809 -5.74575 0.33275  0.00
88 H -0.51984 -4.32944 0.33384  0.00
89 H -0.67004 -4.26821 4.02618  0.00
90 H -0.92761 -2.86753 2.97867  0.00
91 H 0.35336 -2.83708 4.21153  0.00
92 H 1.34319 -6.32924 3.52368  0.00
93 H 2.52326 -5.10342 4.01908  0.00
94 H 2.75478 -5.98679 2.50487  0.00

Record 5
This record from OMol25 describes a structure of composition C8H18N2OS. The level of theory is wB97M-V/def2-TZVPD.

Results
Energy relative to the best compared isomer or geometry (same formula, charge and spin)   0.0 kcal per mole
Largest force on an atom   3.803 eV/A
LUMO   0.659 eV
Net charge   0
HOMO-LUMO gap   8.8294 eV
E   -24447.6902 eV

Last column: Löwdin charge in e.
Element x y z (Å)
1 C -2.10958 0.66300 0.55371  -0.46
2 C -5.40517 0.05692 -0.74487  -0.07
3 C 2.25162 -1.02389 0.78128  -0.09
4 C 1.51544 -1.27818 -1.53672  -0.08
5 C 2.79602 2.10282 -0.48680  -0.04
6 C -3.95040 -0.23291 -0.51669  -0.23
7 C 2.18911 -0.40218 -0.55371  -0.44
8 C 1.68165 1.09113 -0.52234  -0.36
9 N -1.70804 -0.38144 1.08161  0.11
10 N 0.80621 1.23352 0.75854  -0.48
11 O -3.22281 0.96148 -0.12006  -0.07
12 S -0.45787 2.33076 0.63411  0.74
13 H -5.91381 -0.86933 -0.56976  0.06
14 H -5.80610 0.66088 0.10310  0.09
15 H -5.70164 0.58541 -1.72754  0.11
16 H 2.52675 -0.19502 1.41793  0.06
17 H 1.28614 -1.37503 1.12750  0.07
18 H 3.09072 -1.74085 0.94914  0.10
19 H 1.89312 -2.30393 -1.53281  0.08
20 H 0.42702 -1.52023 -1.26090  0.11
21 H 1.60033 -0.94543 -2.51977  0.05
22 H 2.59932 2.60233 0.43873  0.06
23 H 3.73695 1.58157 -0.50026  0.07
24 H 2.76869 2.80833 -1.34190  0.09
25 H -3.43424 -0.50040 -1.34336  0.09
26 H -3.84424 -0.92490 0.30947  0.11
27 H 3.20200 -0.28543 -0.85543  0.11
28 H 1.04793 1.10883 -1.37263  0.10
29 H -0.76826 -0.39254 1.53440  0.05
30 H 1.35771 1.27176 1.56210  0.02

Which of these has the highest E?
C8H18N2OS

The lowest largest force on an atom belongs to which entry?
C27H30N6O8